(1)
Density functional theory data (ωB97M-V/def2-TZVPD) for a 8-piece molecular cluster, C24H45FO24 overall in a non-equilibrium geometry.

Structure (XYZ):
```
94
Properties=species:S:1:pos:R:3:forces:R:3
C -4.8121 2.5072 -1.3849 -0.4793 -2.3017 1.3349
O -4.6316 2.4427 -2.7810 -0.0258 0.8867 -1.0042
C -3.3490 2.2677 -3.1843 -1.2999 -0.0782 -1.1697
O -2.5068 1.8002 -2.4911 1.4728 -0.1704 0.7190
O -3.2645 2.5916 -4.4799 0.4994 0.3132 -0.1739
C -1.9385 2.6405 -5.1131 0.0426 -1.1773 1.0826
H -4.5214 1.5077 -0.9662 0.0169 0.9336 -0.0438
H -5.8842 2.6141 -1.0938 0.7750 0.3221 -0.8465
H -4.2014 3.2565 -0.9222 0.2465 0.4918 0.1563
H -2.0528 2.9204 -6.1424 -0.5833 0.0221 -0.3618
H -1.4336 1.6484 -5.0570 -0.5054 0.6296 0.0551
H -1.3107 3.3800 -4.6390 0.0058 0.2026 0.3894
C -1.8866 -1.7092 -3.7122 2.7165 -1.4742 0.8698
O -2.8424 -1.7124 -2.6809 0.3050 -0.3608 0.7666
C -4.0302 -1.2566 -2.9984 -0.2220 1.4909 -0.6781
O -4.3636 -0.9968 -4.1246 -0.7722 -0.1842 -0.2232
O -4.6987 -0.9777 -1.8936 -0.7048 -0.5318 0.8515
C -6.0602 -0.4757 -2.0430 0.3896 -0.8064 0.7389
H -0.9191 -1.3583 -3.2147 -1.3516 -0.0265 -1.0362
H -2.1584 -1.2485 -4.6306 -0.3966 1.1184 -0.2338
H -1.6788 -2.7447 -4.0197 -0.1457 0.0128 0.2921
H -6.4951 -0.4392 -0.9919 0.6592 0.1502 -1.5337
H -6.6226 -1.1474 -2.6876 -0.1073 -0.1419 0.1550
H -5.9594 0.4545 -2.5648 -0.4084 0.7082 0.0818
C 6.9865 -7.7519 -0.9983 -1.2818 0.3850 1.2404
O 6.4305 -6.4074 -0.7435 1.0381 -0.5167 0.1001
C 5.5302 -5.9949 -1.6170 -0.6457 -1.6494 -1.7239
O 5.2718 -6.5749 -2.6715 0.2818 1.1060 1.5021
O 4.9059 -4.9340 -1.1263 -1.1497 0.9210 -0.9382
C 3.6994 -4.5552 -1.9032 -0.0648 -2.2374 1.2992
H 7.7559 -7.9060 -0.2005 -0.8871 0.0607 -0.7685
H 7.3887 -7.8439 -1.9864 0.2950 0.1849 -0.4652
H 6.0862 -8.4104 -0.9200 1.1308 0.0717 0.0981
H 2.9907 -5.4124 -1.8552 0.6549 0.4504 -0.3771
H 3.8772 -4.2463 -2.8936 0.7243 -0.0460 -1.2019
H 3.2062 -3.7676 -1.4169 -0.1195 1.1816 1.1283
C 6.2905 -3.9764 6.0404 -0.1971 0.8002 -0.6767
O 7.1318 -4.3209 4.8968 -1.0051 0.1030 0.2904
C 6.7318 -3.8413 3.6775 -1.8523 1.3201 3.2508
O 5.9617 -2.9051 3.5488 0.9234 -0.8915 -0.4003
O 7.2465 -4.6167 2.8054 1.4444 -1.3980 -1.4730
C 7.0038 -4.2917 1.4576 -0.3051 0.7256 -0.9299
H 5.1900 -4.0158 5.8570 0.9589 0.0681 -0.3942
H 6.5625 -2.9777 6.3975 -0.1821 -0.1153 -0.1560
H 6.5012 -4.6776 6.8227 0.4008 -0.5112 0.1728
H 7.1264 -3.2353 1.3168 0.3178 0.6229 -0.1020
H 5.9836 -4.4797 1.2045 -0.7263 -0.3929 -0.0779
H 7.6290 -4.8314 0.7531 0.2465 -0.2441 0.6021
C -5.4541 -0.4125 4.6163 -1.1410 0.3705 -1.2091
O -5.8922 -1.1509 3.4077 -0.8261 0.5044 0.9300
C -5.0084 -1.4841 2.5116 1.8892 -0.1303 -0.1325
O -3.8175 -1.2146 2.5679 -0.7423 -0.1841 0.1085
O -5.5445 -2.2187 1.5274 -1.1493 1.0459 1.6952
C -4.6706 -3.0629 0.8457 0.1855 0.0708 -1.8505
H -5.4125 0.6637 4.3984 0.1021 -0.3892 -0.1293
H -4.5033 -0.7617 4.9349 0.7180 -0.3662 0.2624
H -6.2503 -0.5804 5.3453 0.2705 -0.1659 -0.1808
H -3.8242 -2.4889 0.4407 -0.4142 -0.2769 -0.2614
H -5.3451 -3.4705 0.0604 1.0397 0.0109 0.3170
H -4.2611 -3.8326 1.4717 -0.0397 -0.5038 0.4651
C -1.8285 5.4072 -0.3286 -0.0133 1.0389 1.2299
O -0.8603 4.4757 -0.7406 0.2154 -0.1408 1.5994
C -0.6103 4.4351 -1.9968 -0.7270 0.9167 -1.7360
O -1.1218 5.1552 -2.8211 0.0069 0.0268 -0.3689
O 0.2703 3.5378 -2.3136 0.3808 -0.3452 -1.6904
C 0.7863 2.6459 -1.3913 0.8625 -0.1853 2.1705
H -1.8504 6.3931 -0.8093 0.6985 -0.4401 -0.3110
H -1.5343 5.5472 0.7152 -0.8246 0.0376 -0.0069
H -2.8023 4.9945 -0.4987 -0.5920 -0.3396 0.3588
H 0.0535 2.0400 -0.8458 -0.3057 0.2618 -0.3875
H 1.3635 3.1953 -0.5928 -0.2379 -0.6201 -0.8832
H 1.3965 1.9925 -1.9862 0.5409 -0.2768 0.0791
C 2.5625 4.4821 2.5551 1.3938 -1.2004 -0.4634
O 1.7945 5.4019 1.7841 -1.5563 0.0053 0.4481
C 2.2704 6.1787 0.8385 3.6170 -0.0588 -0.6053
O 3.4864 6.2296 0.5884 -2.6246 0.3906 -0.1017
O 1.2810 6.8473 0.2275 0.5337 -1.2358 1.7216
C 1.5650 7.6144 -0.9255 -1.3592 -1.8090 -1.3403
H 2.9786 4.9090 3.4886 -0.6841 0.0613 -0.4806
H 3.4665 4.0551 2.0199 -1.1272 0.7749 0.1455
H 1.8749 3.6300 2.7345 0.4239 0.7016 0.2206
H 1.8507 6.8989 -1.7666 0.1586 1.2847 1.0170
H 2.2112 8.4316 -0.7170 0.7715 0.4613 -0.0851
H 0.5408 7.9341 -1.1272 0.3598 0.5598 -0.5356
C -1.5828 -0.1770 1.0760 1.7355 -0.0727 -0.5434
C -0.8581 -0.1903 2.4244 -0.0553 1.2546 0.1370
O -1.5638 0.8105 3.1881 0.5689 -1.4829 -1.5223
C -2.2654 1.5545 2.2932 -1.2976 1.8029 0.8420
O -2.8333 2.5592 2.6531 0.5783 -1.2771 -1.0530
O -2.2578 1.0348 1.0359 -0.5840 1.6357 1.4938
F 0.4534 0.3024 2.3325 -0.8977 -0.9088 -0.0551
H -2.2887 -0.9656 1.0490 -0.4876 -0.8329 -0.1854
H -0.9168 -0.1626 0.2011 0.0463 -0.4512 0.4460
H -0.9139 -1.1744 2.8991 0.4620 0.4497 0.2437
```
Forces are in eV/Å.

## Properties
HOMO energy ... -10.5 eV
Energy above the lowest of the compared OMol25 structures with the same formula, charge and spin ... 1.406 eV
HOMO-LUMO gap ... 10.58 eV
LUMO level ... 0.1 eV
SMILES ... O=C1OC[C@@H](F)O1.COC(=O)OC.COC(=O)OC.COC(=O)OC.COC(=O)OC.COC(=O)OC.COC(=O)OC.COC(=O)OC

***

(2)
Density functional theory data (ωB97M-V/def2-TZVPD) for C24H45FeGeN2O2Si2Te as an isolated structure in a non-equilibrium geometry.

Structure (XYZ):
```
78
Properties=species:S:1:pos:R:3:forces:R:3
Fe -0.2768 0.6006 0.3432 2.0304 -0.4488 -0.0035
C -0.0619 0.1728 4.7103 0.0702 0.0470 -0.0378
C 0.1352 -0.2524 3.2754 0.0760 -0.3237 0.1551
O 0.0425 0.6702 2.3936 -0.2360 0.5447 -0.5871
C 0.4148 -1.5763 2.9976 -0.1172 0.1113 0.2339
C 0.7397 -2.0808 1.7192 0.1440 0.2115 -0.3230
C 1.1962 -3.5062 1.5993 0.0370 0.0334 0.0492
N 0.6781 -1.3239 0.6431 -0.3473 0.1572 0.4452
N 1.2097 -1.9042 -0.4876 0.0643 -0.0123 -0.1362
C 0.9721 -1.1567 -1.5168 0.0030 -0.2559 -0.1659
O 0.2395 -0.0855 -1.4862 -0.2475 0.3065 0.0851
C 1.6361 -1.5545 -2.7896 -0.0806 0.0801 -0.0078
C 1.7428 -2.8951 -3.1465 0.0238 -0.0030 -0.0278
C 2.4067 -3.2542 -4.3103 -0.0321 0.0180 0.0197
C 2.9823 -2.2792 -5.1154 -0.0153 -0.0091 -0.0044
C 2.8878 -0.9421 -4.7556 -0.0323 0.0009 0.0218
C 2.2099 -0.5804 -3.5995 -0.0002 -0.0708 -0.0209
H -0.6993 1.0559 4.7515 -0.0022 -0.0233 0.0011
H -0.4947 -0.6308 5.3048 0.0165 0.0104 0.0145
H 0.9042 0.4362 5.1476 -0.0272 0.0271 -0.0055
H 0.4703 -2.2599 3.8333 -0.0384 -0.0147 -0.0239
H 1.1245 -4.0162 2.5582 -0.0024 0.0187 -0.0111
H 0.6007 -4.0312 0.8524 0.0128 -0.0061 -0.0004
H 2.2268 -3.5305 1.2445 -0.0097 -0.0283 -0.0044
H 1.3067 -3.6460 -2.5007 0.0043 0.0031 -0.0107
H 2.4742 -4.2978 -4.5917 0.0110 0.0102 0.0115
H 3.5036 -2.5622 -6.0217 -0.0088 0.0063 0.0221
H 3.3431 -0.1805 -5.3766 -0.0098 -0.0025 0.0197
H 2.1375 0.4554 -3.3013 0.0286 0.0120 -0.0216
C -2.1295 2.3257 -1.6942 0.0606 -0.2044 -0.0737
Ge -0.2974 3.0419 -1.7838 -0.1825 0.3362 0.0326
C -0.5347 4.9924 -1.7279 0.0257 0.0474 0.0362
C 0.4481 2.6066 -3.5271 0.1449 -0.0502 0.0099
C 0.6829 2.4282 -0.2218 -0.7761 -0.6136 0.4777
H -2.7821 2.8146 -2.4209 0.0493 0.0242 0.0189
H -2.5416 2.4919 -0.6994 -0.0097 0.0199 -0.0127
H -2.1335 1.2519 -1.9066 -0.0190 0.0397 0.0251
H -1.1315 5.3059 -2.5881 0.0202 0.0162 0.0461
H 0.4243 5.5124 -1.7653 -0.0339 -0.0144 0.0096
H -1.0553 5.2967 -0.8167 0.0319 -0.0094 -0.0344
H -0.1337 3.1180 -4.2961 0.0095 -0.0027 0.0169
H 0.4063 1.5338 -3.7023 -0.0469 0.0445 -0.0277
H 1.4849 2.9426 -3.6024 -0.0364 -0.0332 -0.0302
H 0.4856 3.0073 0.6847 0.2188 0.2201 -0.1199
H 1.7412 2.2093 -0.3455 -0.0209 -0.0032 -0.0022
C -2.8970 -3.5797 -0.5010 0.1065 0.0062 -0.0137
Si -4.4776 -2.6752 -0.0897 -0.0181 0.0399 -0.0416
C -5.7757 -3.0273 -1.3838 -0.0711 0.0223 -0.0914
C -5.1210 -3.1380 1.6011 -0.0387 -0.0009 0.0935
C -4.0787 -0.8313 -0.0869 0.1265 -0.0791 -0.0576
Te -2.5134 -0.4606 1.3352 -0.9062 -0.3139 -0.0610
C -3.7004 0.6711 2.7021 0.1481 0.0747 -0.0018
Si -4.0427 2.4729 2.2863 -0.0518 0.0100 0.0035
C -2.4205 3.3834 2.1981 0.0792 0.0492 0.0258
C -4.9849 2.6162 0.6821 -0.1029 -0.0466 -0.0467
C -5.1190 3.1151 3.6706 -0.0465 0.0869 0.1147
H -3.0617 -4.6527 -0.6275 -0.0076 0.0376 0.0228
H -2.1468 -3.4439 0.2841 -0.0073 -0.0383 -0.0411
H -2.4720 -3.1956 -1.4342 -0.0025 -0.0375 0.0391
H -6.0414 -4.0882 -1.3906 0.0078 0.0502 -0.0039
H -5.4131 -2.7670 -2.3821 -0.0341 -0.0167 0.0398
H -6.6879 -2.4538 -1.1963 0.0358 -0.0384 -0.0204
H -5.3038 -4.2131 1.6761 0.0084 0.0453 -0.0009
H -6.0647 -2.6245 1.8097 0.0395 -0.0341 -0.0006
H -4.4054 -2.8646 2.3814 -0.0304 -0.0446 -0.0034
H -4.9253 -0.1998 0.1849 0.0344 -0.0050 0.0117
H -3.7109 -0.5087 -1.0636 -0.0420 0.0586 0.0406
H -3.1517 0.6102 3.6466 -0.0483 -0.0165 -0.0107
H -4.6221 0.0964 2.8219 0.0585 -0.0512 -0.0008
H -1.7287 2.8861 1.5131 -0.0004 0.0584 0.0276
H -1.9354 3.4221 3.1772 0.0025 -0.0124 -0.0465
H -2.5603 4.4100 1.8493 0.0065 -0.0318 0.0033
H -4.4681 2.1284 -0.1443 -0.0600 0.0217 -0.0182
H -5.1177 3.6694 0.4182 0.0029 -0.0460 -0.0019
H -5.9797 2.1690 0.7730 0.0406 0.0286 -0.0043
H -4.6335 2.9944 4.6430 -0.0268 0.0225 -0.0367
H -6.0649 2.5662 3.6982 0.0333 0.0361 0.0159
H -5.3536 4.1756 3.5423 0.0137 -0.0524 0.0055
```
Forces are in eV/Å.

## Properties
Expectation value of S² ... 8.767
HOMO energy (spin up / spin down) ... -7.1 / -7.3 eV
Energy above the lowest of the compared OMol25 structures with the same formula, charge and spin ... 0.562 eV
HOMO-LUMO gap (spin up / spin down) ... 7.38 / 6.20 eV
LUMO level (spin up / spin down) ... 0.2 / -1.1 eV
2S+1 ... 6

***

(3)
Density functional theory data (ωB97M-V/def2-TZVPD) for C24H45IP2Tm as an isolated structure in a non-equilibrium geometry.

Structure (XYZ):
```
73
Properties=species:S:1:pos:R:3:forces:R:3
Tm -1.7423 0.1374 -1.2265 1.3836 -0.6422 0.9916
C -4.1859 0.1878 -0.2884 0.3114 0.6186 0.1312
C -3.3061 0.7633 0.6798 -0.2348 0.6922 -0.5964
C -3.1240 1.9777 -1.2885 -0.5715 -0.4596 1.0492
C -4.0816 0.9306 -1.4893 0.3777 0.1834 0.5811
C -2.6171 1.8550 0.0696 -1.4205 -0.1799 -0.7389
C -5.1604 -0.9003 -0.0036 -0.2237 -0.5246 0.0413
H -4.6381 -1.8045 0.3400 -0.2118 0.1405 -0.0133
H -5.7317 -1.1583 -0.9022 0.0950 -0.0160 0.1964
H -5.8896 -0.6269 0.7788 0.3441 0.0117 -0.2650
C -4.8396 0.6786 -2.7444 -0.1194 0.0555 -0.3417
H -5.8490 0.3182 -2.5203 0.1742 0.0692 -0.1532
H -4.3548 -0.0595 -3.3972 -0.1558 0.1520 0.0321
H -4.9196 1.6085 -3.3093 -0.1645 -0.1137 -0.0636
C -2.4044 2.6049 -2.4193 -0.4716 0.0905 -0.2054
H -3.0439 2.7263 -3.3009 0.0775 -0.0133 0.1952
H -1.5362 1.9623 -2.7728 -0.3552 0.5137 0.0638
H -2.0134 3.5842 -2.1283 0.2490 -0.2887 -0.2363
C -1.4666 2.5740 0.6714 0.1938 0.3766 0.2706
H -1.7898 2.9607 1.6443 0.2865 0.1058 -0.0803
H -1.1386 3.4018 0.0382 -0.0071 0.0038 0.1742
H -0.5977 1.9187 0.8685 -0.2150 0.1554 -0.0688
C -3.3004 0.4320 2.1295 0.1254 -0.2892 0.3628
H -4.2773 0.0418 2.4320 0.1224 0.1039 -0.0125
H -3.0867 1.3233 2.7259 -0.0393 -0.1109 -0.0426
H -2.5487 -0.3260 2.3772 -0.2015 0.1815 0.0408
C 2.7122 -2.3124 -0.6688 -0.4397 -0.6274 0.3357
C 2.3592 -2.9383 0.4635 0.3847 -0.1210 -0.9559
C 2.9217 -2.7485 1.8329 0.2376 0.3545 0.3958
C 3.7395 -1.4514 2.0825 0.1286 -0.6452 0.4211
C 2.9863 -0.1844 1.8169 -0.0971 0.7880 -0.2067
C 2.8739 0.4901 0.6665 -0.0690 -0.0629 0.5751
C 3.4765 0.1399 -0.6562 0.3820 -0.2488 -0.3072
C 3.8377 -1.3555 -0.8828 0.2503 0.7113 -0.2926
H 3.5459 -3.6065 2.1367 -0.2707 0.1543 -0.1406
H 4.7009 -1.5103 1.5577 -0.3241 0.1553 0.2583
H 2.0593 -2.7324 2.5163 0.1913 -0.0920 -0.0098
H 4.7101 -1.6034 -0.2715 -0.2286 -0.0304 -0.3462
H 2.1248 -2.5012 -1.5775 0.0928 -0.1709 0.3371
H 1.5640 -3.6913 0.4164 0.1454 0.3658 -0.0818
H 4.1421 -1.4402 -1.9388 0.0983 -0.0240 0.3589
H 2.8223 0.4966 -1.4725 0.0839 -0.1535 0.2468
H 2.3242 1.4389 0.6663 0.0786 -0.2924 0.1584
H 4.4118 0.7150 -0.7597 -0.2083 -0.0339 -0.1176
H 3.9716 -1.4504 3.1585 0.1127 -0.0578 -0.3076
H 2.5222 0.2501 2.7136 0.0080 -0.1273 -0.4697
P -2.0797 -2.2444 -2.4662 -0.5799 -1.8278 -1.4836
C -3.7298 -2.7847 -3.0971 -0.1007 0.1025 0.1795
H -3.6124 -3.7355 -3.6427 -0.0521 0.3799 0.1923
H -4.1524 -2.0287 -3.7729 0.0820 -0.3084 0.2128
H -4.4183 -2.9342 -2.2508 0.1837 0.0374 -0.3309
C -1.2036 -2.0512 -4.0803 0.0709 0.2169 0.1689
H -1.3219 -2.9694 -4.6756 0.0855 0.3492 0.1467
H -0.1361 -1.8621 -3.8934 -0.2419 -0.0921 -0.1865
H -1.6303 -1.1978 -4.6269 0.1614 -0.2343 -0.0010
C -1.4253 -3.8878 -1.9662 0.1610 0.1879 0.4263
H -1.5712 -4.6001 -2.7931 0.0310 0.3140 0.2368
H -1.9636 -4.2454 -1.0774 0.2258 0.1056 -0.2133
H -0.3556 -3.8073 -1.7285 -0.3023 -0.0499 0.0221
P 0.5379 3.3429 -2.7937 1.2823 1.4133 -0.7219
C 0.6158 5.0873 -2.1317 -0.1244 -0.3459 0.4664
H 1.1883 5.7247 -2.8256 -0.2633 -0.2616 0.2526
H 1.1170 5.0742 -1.1530 -0.1762 0.1716 -0.2379
H -0.3990 5.4964 -2.0141 0.3196 -0.0518 0.0446
C 2.2966 3.2934 -3.3542 -0.0058 -0.2256 0.1589
H 2.5428 4.2279 -3.8833 0.0080 -0.3930 0.1751
H 2.4294 2.4368 -4.0291 0.1561 0.2132 0.1947
H 2.9466 3.1798 -2.4757 -0.0298 -0.0290 -0.3308
C -0.1501 3.8747 -4.4361 -0.2775 -0.4810 0.0102
H 0.4786 4.6685 -4.8686 -0.2437 -0.2893 0.1722
H -1.1777 4.2448 -4.3211 0.2594 -0.0617 -0.1309
H -0.1594 3.0098 -5.1129 -0.0582 0.2694 -0.0177
I -0.4052 -1.2658 0.8814 -0.4762 0.2328 -0.5692
```
Forces are in eV/Å.

## Properties
Expectation value of S² ... 2.003
Charge ... +1
HOMO energy (spin up / spin down) ... -10.4 / -10.5 eV
HOMO-LUMO gap (spin up / spin down) ... 7.05 / 7.09 eV
LUMO level (spin up / spin down) ... -3.4 / -3.4 eV
2S+1 ... 3

***

Computed values of electronic energy (unit: hartree) for the preceding records, in sequence: -2847.0924; -5389.1419; -3006.8665.